# C30H21Cl2N5O9S2Sn

C30H21Cl2N5O9S2Sn as an isolated structure in a non-equilibrium geometry (ωB97M-V/def2-TZVPD, the Open Molecules 2025 dataset).

Atoms and positions in Å:
Sn (8.14, 7.67, 15.33)
O (6.70, 4.06, 19.45)
C (7.16, 3.47, 18.31)
C (6.66, 2.16, 18.05)
C (6.98, 1.52, 16.86)
C (7.87, 2.10, 15.94)
C (8.41, 3.33, 16.25)
C (8.09, 4.01, 17.40)
C (8.69, 5.38, 17.52)
O (9.16, 6.02, 16.53)
N (8.88, 5.78, 18.79)
N (9.38, 7.04, 18.99)
C (8.86, 7.98, 19.72)
C (9.76, 9.14, 19.68)
C (9.78, 10.40, 20.25)
C (10.78, 11.25, 19.85)
C (11.78, 10.88, 18.93)
C (11.78, 9.60, 18.44)
C (10.79, 8.70, 18.87)
O (10.65, 7.41, 18.49)
H (7.25, 4.82, 19.66)
H (5.94, 1.76, 18.74)
H (6.51, 0.55, 16.69)
H (8.13, 1.51, 15.04)
H (9.14, 3.76, 15.59)
H (7.90, 7.79, 20.19)
H (8.97, 10.69, 20.96)
H (10.82, 12.26, 20.27)
H (12.50, 11.62, 18.68)
H (12.56, 9.30, 17.72)
Cl (0.97, 8.99, 16.17)
C (2.56, 8.14, 16.34)
C (2.84, 6.82, 16.01)
C (4.13, 6.39, 16.06)
Cl (4.29, 4.69, 15.89)
C (5.25, 7.15, 16.38)
O (6.46, 6.67, 16.30)
C (4.93, 8.47, 16.86)
C (6.01, 9.34, 17.35)
O (7.17, 9.01, 17.41)
C (3.59, 8.87, 16.82)
H (2.13, 6.06, 15.77)
H (5.66, 10.32, 17.74)
H (3.36, 9.91, 17.12)
N (3.56, 1.54, 12.82)
C (4.23, 2.75, 12.88)
C (5.53, 2.82, 13.40)
C (6.25, 3.98, 13.28)
C (5.68, 5.14, 12.75)
C (4.37, 5.13, 12.35)
C (3.65, 3.93, 12.40)
S (6.57, 6.63, 12.70)
O (5.79, 7.59, 13.49)
O (6.86, 6.90, 11.35)
N (7.96, 6.43, 13.50)
C (9.21, 6.35, 12.96)
S (9.60, 5.82, 11.36)
C (11.30, 6.03, 11.75)
C (11.42, 6.42, 13.05)
N (10.21, 6.60, 13.70)
H (3.92, 0.83, 13.44)
H (2.57, 1.56, 12.77)
H (5.96, 1.92, 13.79)
H (7.24, 4.02, 13.70)
H (3.88, 6.06, 12.06)
H (2.62, 3.93, 11.99)
H (12.07, 5.79, 11.07)
H (12.33, 6.59, 13.63)
O (11.69, 15.25, 14.11)
O (11.27, 16.35, 13.78)

Calculated values
**Gap between HOMO and LUMO**: 6.442 eV
**Calculated total energy**: -109869.3713 eV
**Energy relative to the best compared isomer or geometry (same formula, charge and spin)**: 0.0 kJ/mol
**HOMO**: -7.8 eV

Atom charges from the Mulliken analysis, given in e for atoms 1 to 2:
1. Sn 0.6072
2. O -0.6528